The following is a quantum chemistry calculation of a cluster of 2 separate species, C4H9NO2 in total, from the Open Molecules 2025 dataset.

E_HOMO   -10.12 eV
Multiplicity   1
Kohn-Sham gap   10.79 eV
Energy above the lowest of the compared OMol25 structures with the same formula, charge and spin   143.4 kJ/mol
Maximum force   0.74 eV/A
LUMO level   0.0244 hartree

Last column: natural (NBO) charge in e.
Atoms and positions in Å:
H  2.27  0.15  0.09  0.16
H  -2.29  -0.62  -0.82  0.21
N  -0.52  -1.20  0.07  -0.59
C  0.29  -1.54  0.90  0.87
H  -2.45  -1.15  0.86  0.20
H  -2.71  1.33  0.71  0.22
O  1.16  -1.91  1.60  -0.51
C  -1.83  -0.56  0.17  -0.21
O  1.15  0.61  -1.62  -0.73
H  2.85  1.48  -0.94  0.18
H  0.63  -0.18  -1.42  0.48
H  -1.23  0.95  1.61  0.21
C  -1.71  0.89  0.63  -0.62
H  3.08  -0.20  -1.46  0.16
C  2.38  0.49  -0.95  -0.25
H  -1.12  1.46  -0.09  0.23

---

The following is a quantum chemistry calculation of a cluster of 10 separate species, C40H50F30O20 in total in a non-equilibrium geometry, from the Open Molecules 2025 dataset.

E_HOMO (alpha / beta)   -12.87 / -12.87 eV
Multiplicity   2
Kohn-Sham gap (alpha / beta)   6.95 / 2.67 eV
Energy above the lowest of the compared OMol25 structures with the same formula, charge and spin   113.6 kJ/mol
Maximum force   5.78 eV/A
Charge   +1
Expectation value of S²   0.757
LUMO level (alpha / beta)   -0.2174 / -0.3747 hartree

Last column: Löwdin spin population.
Atoms and positions in Å:
F  16.69  -6.54  17.54  0.00
C  19.74  -1.09  25.32  0.00
C  22.55  1.58  25.34  0.00
H  23.63  1.59  25.18  0.00
H  26.41  -1.05  16.74  0.00
H  18.31  -1.76  19.05  0.00
O  22.20  1.31  19.20  0.00
H  17.95  7.40  15.74  0.00
H  27.86  0.59  15.35  0.00
C  17.25  -5.74  16.65  0.00
C  19.51  6.81  14.34  0.00
C  25.66  0.66  20.09  0.01
H  21.38  3.61  17.56  0.00
F  21.66  0.80  14.90  0.00
F  22.71  -2.09  18.90  0.02
O  24.75  -0.50  15.93  0.00
H  18.43  5.76  16.05  0.00
F  22.56  4.60  11.77  0.00
F  19.32  -1.03  27.68  0.00
O  20.52  -1.16  24.36  0.00
F  24.52  -3.01  18.36  0.02
C  23.80  0.43  15.78  0.00
F  17.59  -6.56  15.68  0.00
C  19.61  -3.10  18.07  0.00
C  19.14  -1.67  18.35  0.00
O  23.52  5.81  24.59  0.00
C  22.45  -0.16  15.46  0.00
F  24.49  8.34  16.14  0.00
C  24.48  -1.46  20.06  0.05
C  18.81  6.73  15.73  0.00
F  17.81  1.99  25.90  0.00
H  26.72  0.51  20.32  0.00
H  26.92  -0.56  14.43  0.00
O  23.93  1.67  15.90  0.00
F  17.84  3.57  27.35  0.00
H  16.60  -2.42  23.93  0.00
H  18.63  6.93  13.70  0.00
H  20.60  1.01  17.33  0.00
C  17.92  -0.62  23.93  0.00
H  18.19  -2.71  23.16  0.00
H  17.09  5.74  17.91  0.00
F  23.56  -3.64  20.18  0.00
F  20.17  -2.84  26.80  0.00
H  15.84  4.94  18.94  0.00
H  19.54  7.08  16.46  0.00
O  20.03  1.82  19.09  0.00
O  24.47  -1.53  21.33  0.79
H  22.95  4.02  22.31  0.00
O  18.48  -3.76  17.47  0.00
C  20.18  -1.52  26.72  0.00
F  21.23  2.14  21.97  0.00
C  22.11  2.14  26.72  0.00
F  20.99  3.43  11.61  0.00
O  25.11  -0.50  19.30  0.04
C  26.85  0.33  15.05  0.00
C  21.11  1.37  19.75  0.00
C  19.91  2.77  26.54  0.00
O  20.20  5.63  13.94  0.00
O  20.22  6.22  11.72  0.00
H  22.16  2.16  24.50  0.00
F  21.71  0.00  21.42  0.00
C  16.89  5.20  18.83  0.00
H  25.33  5.51  23.74  0.00
H  24.22  6.41  20.47  0.00
O  19.24  -5.91  17.90  0.00
H  22.75  7.44  20.38  0.00
C  17.29  6.20  20.03  0.00
C  25.48  1.83  19.24  0.01
F  16.35  -4.85  16.22  0.00
C  22.62  5.49  19.52  0.00
H  20.38  -3.04  17.31  0.00
O  24.48  4.45  26.12  0.00
H  26.36  1.17  14.55  0.00
C  20.54  5.44  12.63  0.00
H  19.90  -1.10  18.88  0.00
C  26.03  -0.14  16.28  0.00
H  22.46  3.16  26.85  0.00
C  18.47  2.50  26.92  0.00
C  23.68  5.35  25.85  0.00
H  22.33  0.52  25.14  0.00
F  18.37  1.59  27.93  0.00
O  18.47  -0.73  25.20  0.00
O  23.82  7.40  18.55  0.00
H  22.08  5.16  20.41  0.00
C  23.79  -2.63  19.38  0.04
C  20.05  1.87  17.71  0.00
C  20.91  1.01  21.25  0.00
H  20.13  7.70  14.40  0.00
H  25.97  0.69  16.99  0.00
C  22.97  8.40  18.02  0.00
C  23.03  6.11  27.05  0.00
F  21.40  -1.22  27.07  0.00
F  19.66  0.63  21.40  0.00
H  19.02  -1.23  17.36  0.00
F  22.75  5.19  27.94  0.00
C  23.42  6.78  19.83  0.00
H  23.14  4.61  19.16  0.00
H  22.65  1.47  27.39  0.00
F  21.95  6.77  26.68  0.00
O  18.84  4.38  21.38  0.00
H  25.15  0.84  21.03  0.00
H  26.32  1.98  18.57  0.00
C  24.30  5.38  23.41  0.00
H  19.64  3.90  17.49  0.00
H  17.10  -1.73  22.35  0.00
O  20.77  1.86  27.00  0.00
H  21.73  5.66  18.91  0.00
F  22.32  8.22  15.77  0.00
O  20.17  3.69  25.77  0.00
F  23.85  6.94  27.61  0.00
H  19.00  1.81  17.41  0.00
F  21.91  -0.67  16.58  0.00
C  17.42  -1.97  23.36  0.00
H  17.52  4.32  18.87  0.00
H  17.09  0.08  24.01  0.00
F  23.24  10.04  16.42  0.00
H  25.48  2.68  19.92  0.00
C  23.95  4.00  22.76  0.00
C  20.43  3.20  17.21  0.00
H  16.64  7.08  20.05  0.00
C  21.48  4.21  12.50  0.00
H  18.69  -0.16  23.31  0.00
C  17.73  4.70  21.85  0.00
C  17.08  4.09  23.14  0.00
H  24.69  3.79  21.99  0.00
H  20.13  -3.53  18.93  0.00
F  15.75  4.31  23.20  0.00
F  21.82  3.61  13.60  0.00
H  18.34  6.42  19.86  0.00
F  22.67  -1.18  14.61  0.00
O  22.14  9.00  18.71  0.00
H  24.00  3.18  23.48  0.00
F  17.23  2.75  23.10  0.00
H  24.57  1.72  18.64  0.00
O  16.93  5.62  21.26  0.00
C  18.47  -5.14  17.33  0.00
H  24.25  6.20  22.70  0.00
H  20.68  3.16  16.15  0.00
C  23.30  8.78  16.57  0.00
F  17.63  4.57  24.29  0.00

---

The following is a quantum chemistry calculation of the ion C16H27ClNO2 with charge +1, from the Open Molecules 2025 dataset.

E_HOMO   -11.45 eV
Multiplicity   1
Kohn-Sham gap   9.12 eV
Energy above the lowest of the compared OMol25 structures with the same formula, charge and spin   17.8 kJ/mol
Maximum force   0.86 eV/A
Charge   +1
LUMO level   -0.0858 hartree

Last column: natural (NBO) charge in e.
Atoms and positions in Å:
H  3.31  -0.55  2.84  0.23
H  -4.50  -3.13  -1.53  0.22
C  -0.73  -1.86  -1.22  -0.63
C  -4.24  -3.25  -0.48  -0.61
C  0.48  -0.01  2.18  -0.66
O  -0.51  1.46  0.04  -0.57
H  1.20  1.93  -2.00  0.23
C  3.35  -0.02  -0.28  -0.04
H  -0.39  0.63  2.20  0.22
H  -1.05  2.36  -1.76  0.19
H  -0.12  -2.20  -0.39  0.22
H  -4.09  -0.73  1.34  0.23
C  0.80  1.03  -0.09  0.26
C  1.30  0.23  0.95  0.00
H  3.46  1.01  -2.15  0.24
C  -3.58  1.34  0.92  -0.08
O  -3.22  2.06  -0.24  -0.55
H  -1.82  -0.97  1.06  0.43
C  2.85  0.79  -1.29  -0.20
C  2.59  -0.30  0.85  -0.02
C  -2.20  -1.73  -0.82  -0.04
H  -2.50  -3.14  0.79  0.20
C  -3.65  -0.14  0.54  -0.24
N  -2.29  -0.64  0.21  -0.56
H  1.07  0.20  3.07  0.25
C  -2.25  3.08  -0.12  -0.08
H  -2.86  1.50  1.73  0.18
C  3.13  -1.15  1.96  -0.65
H  4.06  -1.62  1.66  0.25
H  -4.52  -4.26  -0.19  0.24
H  -0.17  3.41  -0.61  0.21
H  -0.64  -2.58  -2.02  0.25
H  -1.72  0.19  -0.10  0.48
H  -2.79  -1.40  -1.68  0.22
H  -2.61  3.94  -0.69  0.21
H  0.17  -1.06  2.25  0.21
H  -4.57  1.66  1.27  0.21
C  1.58  1.31  -1.20  -0.28
H  -4.27  -0.22  -0.36  0.24
H  -2.13  3.38  0.93  0.19
H  2.42  -1.93  2.23  0.22
H  -2.23  -3.86  -0.79  0.23
H  -0.33  -0.91  -1.58  0.23
C  -0.92  2.61  -0.70  -0.09
Cl  4.95  -0.65  -0.46  0.03
C  -2.75  -3.05  -0.27  -0.42
H  -4.85  -2.57  0.10  0.20

---

The following is a quantum chemistry calculation of a structure of composition C62H73N3OP2ReS in a non-equilibrium geometry, from the Open Molecules 2025 dataset.

E_HOMO (alpha / beta)   -12.20 / -12.25 eV
Multiplicity   2
Kohn-Sham gap (alpha / beta)   6.03 / 5.72 eV
Energy above the lowest of the compared OMol25 structures with the same formula, charge and spin   313.9 kJ/mol
Maximum force   2.13 eV/A
Charge   +2
Expectation value of S²   0.798
LUMO level (alpha / beta)   -0.2268 / -0.2400 hartree

Last column: Löwdin spin population.
Atoms and positions in Å:
H  -3.77  -0.95  3.98  0.00
S  -3.40  1.68  2.73  0.00
H  2.53  -2.15  -3.22  0.00
C  2.85  -1.12  -3.22  0.00
C  -3.61  -2.99  -3.36  0.01
C  -1.97  0.92  -3.24  0.00
C  0.23  6.18  -0.64  0.00
C  -1.34  2.95  -0.36  0.00
C  -5.80  -3.41  -2.05  0.00
H  -2.07  -3.79  0.30  0.00
H  -1.31  6.62  -2.89  0.00
H  4.16  -2.04  1.02  0.00
C  3.40  -0.25  0.09  0.00
H  -2.35  6.67  -1.47  0.00
C  4.59  0.51  -3.56  0.00
C  -0.03  -2.19  -2.32  0.15
C  2.72  -3.79  4.05  0.00
H  3.77  -2.18  3.09  0.00
H  -0.70  1.79  -6.82  0.00
C  2.00  1.58  5.14  0.00
C  -4.49  1.78  -2.45  0.00
C  2.80  -2.35  3.53  0.00
C  -0.26  0.77  -4.98  0.00
C  0.45  -4.13  -0.90  0.30
H  2.32  3.72  4.97  0.00
H  -0.71  2.29  3.27  0.00
H  -3.05  -4.80  2.29  0.00
H  6.44  -0.31  0.14  0.00
H  0.99  5.63  -0.07  0.00
H  3.59  -4.01  4.66  0.00
H  1.01  -4.55  -0.09  0.02
H  6.13  0.98  2.41  0.00
C  5.74  -0.56  0.93  0.00
C  4.02  0.61  2.39  0.00
C  0.61  -2.78  -1.24  0.03
C  0.39  -2.88  2.85  0.00
H  2.71  -1.66  4.37  0.00
H  -6.10  -4.10  -2.84  0.00
H  -1.85  -5.01  -3.22  0.01
H  0.39  -3.84  2.32  0.00
C  0.23  1.99  2.80  0.00
C  -2.42  0.58  -1.91  0.00
H  -3.83  -3.45  -4.31  0.00
H  2.06  -2.55  1.53  0.00
O  0.35  -0.44  0.76  0.00
N  -2.08  0.80  0.70  0.00
C  -2.75  2.84  1.61  0.00
H  -3.37  4.73  2.44  0.00
C  -0.71  0.45  -3.72  0.00
C  1.97  -0.10  -2.89  0.01
H  0.94  4.00  2.91  0.00
C  -0.47  -4.92  -1.63  0.02
C  0.97  0.53  4.75  0.00
H  2.97  1.34  4.70  0.00
C  -2.84  -1.00  2.03  0.00
C  -2.04  2.20  0.60  0.00
C  5.36  0.72  1.68  0.00
C  -2.28  1.99  -5.41  0.00
H  0.06  0.72  5.33  0.00
P  0.24  -0.41  -2.47  0.04
C  -2.18  4.95  0.69  0.00
C  -0.61  -3.03  -4.63  0.03
H  -0.59  -5.96  -1.37  0.00
C  -2.82  4.23  1.66  0.00
H  -0.77  2.44  -1.12  0.00
H  1.30  -2.19  -0.66  0.00
N  -3.78  -2.16  -1.32  0.02
C  -3.46  -2.94  3.27  0.00
C  3.70  1.53  -3.24  0.00
H  -1.39  -3.50  -5.22  0.00
H  1.16  -5.09  4.77  0.00
H  -0.48  -2.35  2.50  0.00
C  1.69  -2.12  2.48  0.00
H  -2.24  6.02  0.72  0.00
H  2.77  -4.46  3.19  0.00
H  3.84  1.53  2.96  0.00
H  -3.89  -3.40  4.15  0.00
H  -0.44  -2.02  -5.02  0.00
H  0.24  -2.23  4.89  0.00
C  0.09  4.39  -2.36  0.00
H  0.56  5.07  -3.07  0.00
H  4.04  2.56  -3.25  0.00
C  4.16  -0.81  -3.56  0.00
C  0.51  0.54  3.28  0.00
H  -6.51  -2.59  -2.02  0.00
H  -5.48  2.09  -2.12  0.00
C  1.56  2.98  4.70  0.00
C  -2.32  -1.75  0.96  0.01
C  -2.37  -2.23  -3.03  0.03
H  0.65  3.25  5.24  0.00
C  -1.42  4.33  -0.32  0.00
C  -1.78  6.01  -2.12  0.00
C  -2.99  -3.72  2.22  0.00
H  -2.89  2.60  -6.06  0.00
H  -4.64  2.74  -4.35  0.00
C  -4.43  -2.92  -2.31  0.00
C  2.40  1.23  -2.91  0.00
C  -1.17  -4.39  -2.65  0.22
C  -2.77  1.69  -4.11  0.00
P  1.35  -0.41  1.96  0.00
C  1.43  -4.04  4.84  0.00
H  5.61  0.74  -3.83  0.00
H  -5.85  -3.94  -1.10  0.00
H  0.88  3.84  -1.85  0.00
H  4.77  -1.76  -0.59  0.00
H  -4.11  -1.96  -0.39  0.00
C  2.87  0.41  1.38  0.00
H  5.32  1.56  0.98  0.00
C  4.51  -1.26  0.34  0.00
C  -2.43  -3.14  1.09  0.00
Re  -1.34  -0.67  -0.58  0.01
H  -2.49  5.34  -2.62  0.00
H  2.48  1.40  1.10  0.00
H  2.14  1.55  6.22  0.00
H  1.71  2.03  -2.66  0.00
H  0.30  -3.61  -4.75  0.00
C  -0.72  5.21  -1.36  0.00
H  -0.30  6.83  0.05  0.00
C  1.29  3.01  3.21  0.00
C  -3.70  0.99  -1.59  0.00
C  -4.04  2.14  -3.68  0.00
H  -2.29  -1.31  -3.64  0.00
H  6.27  -1.24  1.60  0.00
H  -0.53  3.69  -2.92  0.00
H  3.80  0.54  -0.56  0.00
H  4.85  -1.61  -3.82  0.00
H  1.31  -0.46  5.05  0.00
H  0.72  0.44  -5.31  0.00
C  -1.02  -2.98  -3.15  0.05
H  0.74  6.81  -1.36  0.00
H  2.58  -0.68  -0.47  0.00
H  -4.12  0.72  -0.63  0.00
H  0.07  2.02  1.72  0.00
C  -1.06  1.55  -5.83  0.00
C  -3.39  -1.56  3.18  0.00
C  -2.72  0.42  1.80  0.00
N  -2.55  -1.80  -1.63  0.02
C  0.27  -3.17  4.34  0.00
H  -0.44  -0.01  3.26  0.00
H  2.21  2.85  2.66  0.00
H  1.60  -3.85  5.90  0.00
H  -0.68  -3.66  4.54  0.00
H  4.06  -0.19  3.12  0.00

---

The following is a quantum chemistry calculation of a structure of composition C44H55ClN3O2P3S2SeSiSn in a non-equilibrium geometry, from the Open Molecules 2025 dataset.

E_HOMO   -6.80 eV
Multiplicity   1
Kohn-Sham gap   7.15 eV
Maximum force   3.45 eV/A
LUMO level   0.0131 hartree

Last column: Mulliken charge in e.
Atoms and positions in Å:
H  -2.80  -5.52  -1.31  0.64
C  0.10  -2.72  4.77  -1.42
H  2.27  -3.95  0.97  0.48
H  -2.80  -2.67  1.45  0.43
H  -4.36  -5.34  -2.96  0.31
P  -0.98  -3.47  0.14  1.22
H  0.46  -2.86  5.74  0.60
C  0.97  -7.69  -0.30  -0.51
C  -4.36  1.52  1.66  1.34
H  -0.09  4.37  2.47  0.21
C  -0.08  -5.75  -1.28  -1.27
H  -0.35  -5.33  -2.18  0.63
H  -1.24  2.37  -7.84  0.50
C  -2.83  4.37  -2.36  0.32
H  1.96  -0.32  3.29  -0.47
C  -3.70  1.62  0.45  -0.80
H  2.87  5.84  -1.07  0.37
H  -4.68  3.46  -2.82  0.41
C  2.31  -2.74  -0.82  -0.69
H  -2.51  -4.34  1.90  0.49
C  -3.84  -4.40  -2.66  -0.68
H  1.87  -3.49  -1.40  0.55
H  4.06  -0.02  1.32  0.31
H  -4.10  2.25  -0.32  0.22
C  0.68  3.68  -6.38  -1.28
C  -2.18  -3.46  -1.21  -0.24
H  -5.95  2.69  1.12  0.18
C  5.92  0.45  4.53  -1.05
H  0.70  -7.31  -2.47  0.27
C  6.97  -0.37  4.91  -0.24
C  -3.47  -2.03  -2.82  -0.69
C  3.20  -2.06  1.27  0.50
C  -2.49  -2.21  -1.83  0.53
C  3.56  -0.81  0.78  -0.04
N  -5.44  2.28  1.85  -0.41
C  7.04  -1.69  4.51  -0.63
P  -0.98  2.59  -3.29  0.33
Cl  0.56  1.52  2.40  -0.68
C  0.23  5.13  1.71  -0.91
C  4.85  -0.17  3.86  0.33
H  -3.60  -1.14  -3.41  0.46
H  -4.52  3.97  -1.13  0.28
H  2.33  -1.28  -2.35  0.23
S  0.63  3.71  -2.55  -0.69
H  0.69  5.92  2.32  0.38
H  0.02  -5.45  2.09  0.21
N  -2.09  0.09  1.29  0.60
C  -2.91  -4.54  -1.60  -0.53
Si  1.58  4.59  0.59  0.45
C  -1.03  -3.36  4.11  -0.99
H  -2.08  3.69  -7.07  0.29
C  -2.57  0.89  0.28  -0.47
H  -5.69  2.51  2.79  0.16
H  -2.25  -0.60  3.16  0.52
H  -4.54  0.67  3.64  0.32
H  4.00  0.46  3.69  0.24
Se  1.02  2.73  -0.65  0.46
C  2.02  -1.27  3.75  -0.09
P  3.30  -2.41  3.00  -0.24
C  2.57  -3.02  0.51  -0.33
H  1.13  6.21  -1.40  0.28
C  0.58  -6.97  -1.39  -0.52
H  -4.86  -3.33  -4.03  0.42
C  -0.38  -5.19  -0.02  0.58
H  7.80  -0.02  5.52  0.35
H  -1.22  5.07  -1.09  -0.36
O  -2.30  3.05  -2.51  -0.33
C  0.62  -1.93  3.76  -0.31
C  -3.92  0.70  2.71  -1.32
C  -1.03  -2.95  2.80  -0.38
C  1.91  6.01  -0.63  -1.22
H  -4.79  5.18  -2.51  0.45
H  -2.56  5.00  -3.19  0.43
C  5.98  -2.24  3.85  -0.63
Sn  0.15  -0.42  0.90  0.90
N  -0.06  -1.99  2.62  1.75
H  1.40  3.65  -5.56  0.26
H  1.13  -7.61  1.83  0.48
C  0.81  -7.11  0.94  -0.63
C  -2.01  -3.38  1.76  -1.02
H  5.88  -3.33  3.73  0.33
C  3.17  4.10  1.42  -0.84
C  -0.52  2.83  -5.91  0.76
S  -0.77  0.71  -3.18  -0.35
H  2.11  6.97  -0.16  0.38
C  -4.15  -3.20  -3.25  -0.58
H  1.13  3.28  -7.33  0.39
H  -1.92  0.91  -0.59  0.34
C  -4.32  4.23  -2.19  -1.49
C  3.25  -0.53  -0.56  -0.29
H  -1.82  -1.39  -1.59  -0.31
H  0.39  4.71  -6.49  0.33
H  -0.18  1.80  -5.71  0.25
C  4.81  -1.51  3.51  0.45
C  2.68  -1.51  -1.33  -0.38
H  3.34  4.88  2.22  0.28
H  1.43  -8.72  -0.40  0.29
H  2.41  -1.11  4.78  0.79
C  -2.32  4.89  -1.05  -0.47
C  -2.76  -0.04  2.45  -0.44
H  -2.54  4.16  -0.20  0.11
H  -2.78  5.85  -0.85  0.56
O  -1.12  3.31  -4.68  -0.12
C  0.12  -5.92  1.07  -0.54
H  -1.76  -4.00  4.56  0.52
H  3.13  3.18  1.99  0.10
H  -0.60  5.56  1.19  0.34
H  3.36  0.47  -1.10  0.22
H  4.02  4.11  0.77  0.35
C  -1.59  2.69  -6.92  -1.64
H  7.89  -2.27  4.83  0.38
H  -2.35  2.07  -6.51  0.36
H  5.76  1.46  4.94  0.35